{"formula": "C35H78N4O3Zn", "method": "the ωB97M-V functional and the def2-TZVPD basis", "e_above_lowest_kcal_mol": 22.8, "charge": 4, "largest_force_ha_per_bohr": 0.0290, "e_homo_ev": -14.37, "homo_lumo_gap_ha": 0.0920, "symbols": ["Zn", "C", "C", "O", "O", "H", "H", "H", "C", "O", "H", "H", "H", "C", "C", "C", "N", "C", "C", "C", "C", "C", "H", "H", "H", "H", "H", "H", "H", "H", "H", "H", "H", "H", "H", "H", "H", "H", "H", "H", "C", "C", "C", "N", "C", "C", "C", "C", "C", "H", "H", "H", "H", "H", "H", "H", "H", "H", "H", "H", "H", "H", "H", "H", "H", "H", "H", "C", "C", "C", "N", "C", "C", "C", "C", "C", "H", "H", "H", "H", "H", "H", "H", "H", "H", "H", "H", "H", "H", "H", "H", "H", "H", "H", "C", "C", "C", "N", "C", "C", "C", "C", "C", "H", "H", "H", "H", "H", "H", "H", "H", "H", "H", "H", "H", "H", "H", "H", "H", "H", "H"], "positions_angstrom": [[3.30485, 1.76104, 0.29377], [0.43160, -0.85500, -0.51226], [1.39825, 0.26213, -0.16024], [1.58460, 0.65890, 1.03364], [2.18399, 0.65617, -1.07501], [0.33988, -0.79716, -1.59403], [-0.53349, -0.75686, -0.01904], [0.88672, -1.79326, -0.19693], [3.67658, -3.24403, -0.98262], [4.68313, -4.02829, -0.75596], [3.94986, -2.42253, -1.72284], [2.90518, -3.73880, -1.63072], [3.22424, -2.76476, -0.09495], [-5.05634, 6.45042, -3.88881], [-4.26480, 5.17088, -3.66982], [-3.94952, 4.96358, -2.19676], [-3.14671, 3.67518, -1.93764], [-4.06397, 2.51301, -1.80806], [-2.35493, 3.81259, -0.66172], [-1.30143, 2.69335, -0.72125], [-1.13273, 2.40289, -2.21936], [-2.05081, 3.37605, -2.93330], [-5.72544, 6.63097, -3.03454], [-5.77526, 6.36203, -4.69863], [-4.43963, 7.34312, -3.93842], [-3.35335, 5.19499, -4.26791], [-4.84595, 4.30495, -4.00205], [-4.87183, 4.81973, -1.64051], [-3.30270, 5.74226, -1.79947], [-4.68542, 2.38363, -2.68956], [-4.75682, 2.75904, -1.00185], [-3.49042, 1.63466, -1.53695], [-3.00506, 3.83945, 0.20591], [-1.79935, 4.73825, -0.80394], [-1.57629, 1.83885, -0.09173], [-0.43292, 3.03075, -0.14903], [-1.36045, 1.35974, -2.44121], [-0.08321, 2.50891, -2.49080], [-2.49915, 3.07985, -3.87582], [-1.54151, 4.32896, -3.08950], [2.26616, -0.27525, -4.71471], [3.65785, 0.00818, -4.15680], [4.72665, -0.30968, -5.19508], [6.15063, -0.01778, -4.75804], [6.37979, 1.41637, -4.39980], [6.69488, -0.95175, -3.69170], [8.18798, -0.87604, -3.85915], [8.44567, -0.60351, -5.35933], [7.03953, -0.38342, -5.92450], [2.11977, -1.31670, -4.99978], [2.10131, 0.31784, -5.61867], [1.49577, 0.04504, -4.01407], [3.81061, -0.58950, -3.25837], [3.71123, 1.08129, -3.95895], [4.60283, 0.14292, -6.17648], [4.77183, -1.39419, -5.31885], [6.05484, 1.99677, -5.26191], [7.44444, 1.57266, -4.27361], [5.79074, 1.64264, -3.51931], [6.22757, -0.63951, -2.75733], [6.28333, -1.94559, -3.88290], [8.57787, -0.01035, -3.31420], [8.75080, -1.68475, -3.39963], [9.13413, 0.22521, -5.47110], [8.80123, -1.50100, -5.86008], [6.98670, 0.39612, -6.68542], [6.67176, -1.29249, -6.39351], [-2.68311, 4.86257, 7.37616], [-1.96805, 3.53787, 7.21287], [-2.08789, 2.93741, 5.81967], [-1.03206, 1.88612, 5.52320], [-1.13645, 0.74094, 6.47427], [0.38901, 2.45387, 5.45181], [0.75519, 2.60438, 3.97628], [-0.51002, 2.30413, 3.17735], [-1.24856, 1.37241, 4.11766], [-3.75599, 4.84307, 7.19271], [-2.23207, 5.66803, 6.79415], [-2.55445, 5.16928, 8.41587], [-2.29427, 2.78906, 7.94157], [-0.91874, 3.67179, 7.49167], [-1.83566, 3.75162, 5.13493], [-3.03851, 2.45612, 5.61306], [-0.81738, 1.06941, 7.45956], [-0.51756, -0.08214, 6.13314], [-2.18446, 0.45074, 6.53047], [1.06099, 1.80354, 6.00530], [0.33241, 3.40832, 5.96266], [1.60411, 2.00836, 3.65332], [1.04299, 3.65184, 3.86709], [-0.23788, 1.72073, 2.29380], [-1.03962, 3.16474, 2.77229], [-0.77963, 0.39114, 4.06893], [-2.30663, 1.26632, 3.88153], [-4.66639, -8.53650, 1.96105], [-3.71250, -7.54688, 1.27566], [-3.46068, -6.40721, 2.23285], [-2.57825, -5.28002, 1.68424], [-3.35735, -4.51364, 0.67754], [-1.29022, -5.82395, 1.12185], [-0.31363, -4.65998, 1.07470], [-0.78212, -3.75703, 2.23745], [-2.08012, -4.36360, 2.77192], [-5.63959, -8.09155, 2.15547], [-4.28557, -8.86944, 2.93132], [-4.73674, -9.44025, 1.36087], [-4.25641, -7.24059, 0.37843], [-2.77715, -8.01001, 0.96977], [-2.93349, -6.76199, 3.11897], [-4.37709, -5.90582, 2.54175], [-2.83788, -3.60243, 0.39208], [-4.28219, -4.20071, 1.15958], [-3.57013, -5.17340, -0.15591], [-1.46318, -6.29301, 0.15803], [-1.00266, -6.56646, 1.86738], [-0.52722, -4.04788, 0.19403], [0.71635, -4.99580, 1.02807], [-1.00056, -2.73100, 1.92166], [-0.02292, -3.54108, 2.99095], [-2.83648, -3.59311, 2.91728], [-1.98684, -4.89746, 3.71489]], "atomic_forces_ev_per_a": [[-0.37, -0.66, -0.09], [0.12, 0.86, -0.09], [0.92, -0.74, 0.69], [-0.37, 0.24, -0.37], [-0.11, 0.45, -0.16], [-0.23, -0.45, 0.00], [0.02, 0.11, 0.04], [0.08, -0.02, -0.12], [-0.25, 0.26, -0.20], [0.51, -0.19, 0.12], [0.02, 0.21, 0.04], [-0.18, 0.05, 0.12], [-0.21, 0.00, -0.02], [-0.97, 0.14, 1.02], [-0.01, -0.36, -0.08], [0.71, -0.60, -0.59], [-0.04, -0.13, 0.27], [-0.60, 0.37, 0.48], [0.66, -0.13, -0.65], [-0.53, 0.02, 1.36], [0.68, -0.71, 0.30], [-0.11, 0.78, 0.02], [0.17, -0.10, 0.05], [0.48, 0.15, -0.45], [0.09, -0.06, -0.41], [0.01, 0.00, 0.03], [-0.03, 0.10, -0.14], [0.07, 0.41, 0.25], [-0.36, 0.29, 0.07], [0.37, -0.10, -0.27], [0.10, -0.17, 0.09], [-0.10, -0.16, -0.23], [-0.05, 0.08, -0.01], [-0.31, 0.25, 0.39], [-0.42, -0.21, -0.57], [0.31, 0.26, -0.68], [-0.23, 0.07, -0.03], [-0.12, 0.27, -0.31], [0.11, -0.29, 0.02], [-0.01, -0.03, -0.10], [-0.03, 0.32, -0.48], [0.00, 0.41, -0.74], [0.51, -1.01, 0.88], [0.28, -0.46, -0.81], [-0.27, -0.46, -0.64], [-1.21, -0.02, 0.19], [0.88, 0.99, 0.68], [-0.71, -0.98, 0.28], [0.59, 0.74, -0.56], [-0.01, -0.06, 0.19], [0.04, -0.05, -0.01], [0.04, -0.22, 0.15], [0.17, 0.25, 0.14], [-0.04, -0.09, 0.47], [-0.23, 0.26, 0.12], [-0.30, 0.04, -0.34], [-0.11, 0.17, 0.16], [-0.02, 0.09, 0.28], [0.18, 0.18, 0.12], [0.55, 0.07, 0.24], [0.14, 0.01, -0.30], [-0.20, -0.01, 0.09], [-0.31, -0.41, -0.35], [0.00, 0.00, -0.32], [0.53, 0.20, 0.03], [-0.07, 0.09, 0.13], [-0.23, -0.09, 0.29], [0.01, 0.39, 0.60], [0.10, -0.96, 0.41], [1.28, 0.74, 0.16], [0.14, -0.78, -0.77], [-0.25, 0.39, 0.38], [-0.34, -0.06, 0.41], [0.06, 1.41, 0.07], [0.49, -0.86, -0.50], [-0.45, 0.14, -0.39], [0.02, -0.19, -0.16], [-0.02, -0.17, -0.24], [-0.13, 0.02, -0.03], [-0.39, 0.25, 0.04], [0.05, 0.16, -0.28], [-0.52, -0.18, -0.37], [-0.17, 0.26, -0.02], [0.05, -0.04, 0.01], [0.06, 0.02, -0.02], [0.04, -0.15, -0.03], [-0.10, -0.07, 0.03], [0.26, 0.04, 0.01], [-0.10, -0.28, 0.21], [0.17, -0.11, -0.32], [0.02, 0.00, 0.02], [-0.23, 0.17, 0.65], [0.02, -0.02, 0.05], [-0.06, -0.01, 0.35], [0.71, -0.37, 0.46], [-0.82, -0.04, 0.00], [0.45, 0.54, 0.05], [0.27, -0.25, 0.04], [-0.21, 0.16, 0.32], [0.03, -0.25, 0.12], [-1.16, 0.75, -0.26], [0.51, 0.74, 0.46], [-0.34, 0.52, 0.16], [-0.11, -0.06, -0.28], [0.10, 0.09, -0.04], [-0.35, 0.09, -0.09], [0.31, 0.30, -0.09], [-0.03, -0.20, 0.08], [-0.08, -0.08, 0.01], [-0.09, -0.16, 0.08], [0.25, -0.21, -0.22], [-0.09, -0.12, -0.10], [0.01, 0.18, -0.18], [-0.06, -0.10, 0.06], [0.31, -0.12, -0.24], [0.33, -0.46, -0.36], [0.07, 0.11, 0.34], [-0.05, -0.21, -0.53], [-0.10, -0.74, 0.29], [-0.08, -0.10, 0.12], [0.15, -0.31, -0.20]]}